Formula: C5H13NO
Source: OMol25
Level of theory: ωB97M-V with the def2-TZVPD basis set

Results
Relative energy (zero: lowest compared OMol25 entry of this formula, charge and spin) (eV): 2.023
SMILES: CCN(C)CCO
Gap between HOMO and LUMO (eV): 8.9369
LUMO level (eV): 0.89

The geometry in XYZ format:
```
20
Properties=species:S:1:pos:R:3:forces:R:3
C -2.57934 -0.14232 -0.08194 0.66 0.02 -0.07
C -1.37891 0.73892 -0.49553 0.28 -0.98 -0.82
N -0.15047 0.06646 -1.01466 -0.40 0.07 0.62
C -0.21509 -1.34773 -1.35054 0.18 0.68 -0.51
C 1.04604 0.43619 -0.30253 -0.32 0.00 0.87
C 1.00429 0.36519 1.25271 0.86 0.79 -0.52
O 2.32353 0.13320 1.76554 -0.23 -0.48 -0.19
H -2.39986 -1.21244 -0.17144 0.02 0.12 0.07
H -3.39026 0.10888 -0.74117 -0.61 -0.08 -0.06
H -2.86514 0.03842 0.94349 -0.18 0.14 0.27
H -1.10764 1.38119 0.32401 0.16 0.31 0.26
H -1.69943 1.35217 -1.32272 -0.33 0.58 -0.07
H 0.28834 -1.51802 -2.30894 0.25 -0.06 0.19
H 0.24202 -1.98454 -0.58649 -0.23 -0.23 0.05
H -1.24298 -1.61382 -1.54387 -0.12 -0.35 0.11
H 1.81396 -0.24914 -0.57440 0.76 -0.59 -0.55
H 1.41234 1.42748 -0.56889 -0.11 0.13 -0.17
H 0.27989 -0.36617 1.61785 -0.06 0.03 0.05
H 0.81174 1.37812 1.61219 -0.57 -0.30 0.30
H 2.65366 -0.68559 1.36840 -0.04 0.21 0.17
```
Positions in Å, forces in eV/Å.

Löwdin atomic charges, in units of e:
1. C -0.078
2. C -0.207
3. N -0.222
4. C -0.099
5. C -0.201
6. C -0.238
7. O -0.083
8. H 0.052
9. H 0.063
10. H 0.065
11. H 0.092
12. H 0.098
13. H 0.084
14. H 0.086
15. H 0.061
16. H 0.097
17. H 0.121
18. H 0.118
19. H 0.111
20. H 0.080